ORCA calculation (ωB97M-V with the def2-TZVPD basis set) on C10H16BeF2INO5S as an isolated structure in a non-equilibrium geometry.

Element x y z (Å)
I 5.83538 1.16414 -0.03257
S -2.51686 -2.41628 1.09228
F 1.51617 1.22428 1.80806
F 5.50870 2.60905 -3.17478
O 5.33963 3.89927 1.49600
O -2.10489 -1.58635 -0.01856
O -3.61578 -2.05032 1.96156
O -2.75232 -3.93576 0.55108
O -0.91085 -3.25886 -2.70338
N 2.15563 1.87383 -1.19840
C 5.06950 3.16607 0.41276
C 0.83701 1.17887 -0.88039
C -3.97610 -4.24551 -0.09908
C 2.55283 3.09798 -0.38607
C 4.01294 3.81576 -0.70714
C -1.09177 -2.75668 2.09473
C 0.20988 3.06114 1.19526
C -0.19856 1.71575 0.31829
C 1.65220 3.76671 0.81842
C -3.99579 -3.72274 -1.52379
Be -0.88383 4.95761 1.44140
H -0.32204 -3.21561 1.47118
H -1.19130 1.12889 0.52146
H -1.45680 -2.82020 -2.07669
H -4.88383 -4.07689 -2.05458
H 0.59487 0.21744 -1.54183
H 3.92488 4.97951 -0.61578
H -3.10208 -4.04475 -2.06754
H -4.06151 -5.33727 -0.11845
H -4.00679 -2.62856 -1.53977
H -0.44831 3.54053 2.03971
H -1.38224 -3.42221 2.90951
H -4.82910 -3.86702 0.47374
H -0.72846 -1.80823 2.49597
H 4.33655 3.54651 -1.79915
H 2.08554 4.71829 1.37485
H 2.82755 1.53161 -1.93832

Results
- Lowest unoccupied orbital energy: -0.2311 Eh
- Electronic energy: -1731.117488 a.u.
- Frontier orbital gap: 1.824 eV
- Maximum force: 0.169 Eh/bohr

What are the natural (NBO) partial charges on each atom? They are as follows, in elementary charge units: atom 1 (I): 0.22, atom 2 (S): 2.35, atom 3 (F): -0.62, atom 4 (F): -0.80, atom 5 (O): -0.54, atom 6 (O): -0.96, atom 7 (O): -0.92, atom 8 (O): -0.70, atom 9 (O): -0.65, atom 10 (N): -0.51, atom 11 (C): 0.41, atom 12 (C): 0.12, atom 13 (C): -0.08, atom 14 (C): 0.32, atom 15 (C): -0.59, atom 16 (C): -0.88, atom 17 (C): -0.26, atom 18 (C): -0.06, atom 19 (C): -0.22, atom 20 (C): -0.65, atom 21 (Be): 0.60, atom 22 (H): 0.26, atom 23 (H): 0.30, atom 24 (H): 0.41, atom 25 (H): 0.22, atom 26 (H): 0.29, atom 27 (H): 0.26, atom 28 (H): 0.24, atom 29 (H): 0.20, atom 30 (H): 0.22, atom 31 (H): 0.15, atom 32 (H): 0.26, atom 33 (H): 0.19, atom 34 (H): 0.26, atom 35 (H): 0.36, atom 36 (H): 0.29, atom 37 (H): 0.50